(1)
116
Properties=species:S:1:pos:R:3:forces:R:3 method="wB97M-V/def2-TZVPD" largest_force_ev_per_a=3.70 charge=-1 de_lowest_kcal_mol=0.0 homo_lumo_gap_ev=8.00
Cl -2.275 -1.316 1.403 1.560 -2.370 -2.375
O -2.647 -2.398 2.242 -0.754 -0.939 1.133
O -1.374 -0.478 2.102 0.334 2.108 1.232
O -1.488 -1.865 0.286 -0.891 0.367 -0.003
O -3.456 -0.674 0.908 -0.162 0.917 0.017
C -1.286 8.397 2.169 -0.105 1.022 -0.882
C -2.655 8.018 2.669 0.672 -1.940 0.290
C -2.806 6.475 2.775 -0.297 -0.105 -1.871
O -2.683 5.908 1.423 0.857 -0.093 1.598
C -2.775 4.458 1.380 -0.923 1.181 -0.133
N -2.754 8.638 3.943 -1.003 0.845 2.052
H -0.452 8.118 2.813 -0.187 -0.522 0.073
H -1.321 9.485 2.231 0.364 0.197 -0.364
H -1.115 8.096 1.136 0.132 -0.112 0.153
H -3.440 8.450 2.048 0.080 -0.202 -0.262
H -3.767 6.181 3.196 -0.419 0.145 -0.034
H -2.071 6.073 3.472 0.513 -0.051 -0.150
H -3.852 4.292 1.365 -0.019 -0.730 0.014
H -2.331 3.921 2.218 0.186 0.290 0.130
H -2.336 4.104 0.447 0.006 0.174 0.090
H -3.618 8.442 4.429 -0.500 0.053 -0.289
H -2.078 8.363 4.642 0.670 -0.204 -0.419
C 0.495 -1.159 7.113 -0.927 1.890 0.487
C 0.066 -2.554 6.718 -1.170 1.519 2.097
C -1.514 -2.642 6.906 3.177 -0.363 -0.669
O -1.810 -3.961 6.555 -1.040 -0.888 0.414
C -3.023 -4.370 7.174 -0.371 0.822 -0.742
N 0.550 -2.781 5.410 0.167 -0.717 -0.833
H -0.009 -0.439 6.467 -0.328 0.070 -0.295
H 1.528 -0.833 6.992 0.385 -0.824 0.116
H 0.173 -0.851 8.108 0.109 -0.181 0.372
H 0.519 -3.192 7.477 -0.107 -0.744 -0.252
H -2.014 -1.912 6.269 -0.207 0.074 -0.151
H -1.668 -2.397 7.957 -0.433 -0.188 0.219
H -3.525 -5.216 6.705 0.872 -0.477 -0.050
H -3.754 -3.588 6.964 -0.267 0.363 0.554
H -2.870 -4.510 8.244 -0.194 -0.093 0.116
H 1.425 -2.277 5.438 0.399 -0.223 -0.790
H -0.050 -2.239 4.806 -0.076 -0.054 -0.683
C 1.041 -6.886 -1.013 -0.638 -0.868 -0.304
C 0.156 -6.860 -2.270 1.147 0.578 1.265
C 0.090 -8.160 -3.042 0.596 -0.159 -0.890
O -0.338 -9.278 -2.310 -0.506 -0.060 1.120
C -0.051 -10.569 -2.836 0.189 1.065 0.766
N -1.145 -6.338 -1.974 -1.401 0.606 -0.444
H 0.776 -6.044 -0.373 0.342 0.079 -0.089
H 2.094 -6.880 -1.295 0.016 0.037 0.221
H 0.802 -7.798 -0.467 0.220 -0.029 0.207
H 0.593 -6.068 -2.878 0.744 -0.595 -0.802
H 1.087 -8.313 -3.456 0.503 -0.352 0.056
H -0.522 -8.013 -3.932 -0.491 0.040 -0.105
H 1.027 -10.563 -2.994 0.022 -0.437 -1.115
H -0.759 -10.802 -3.631 0.601 -0.067 -0.620
H -0.187 -11.342 -2.079 -0.347 0.353 0.398
H -1.233 -5.690 -2.743 -1.197 0.078 -0.195
H -1.145 -5.685 -1.203 0.172 -0.220 0.550
C -0.273 1.554 -7.030 -1.083 0.128 0.280
C -0.656 0.307 -6.153 1.011 0.629 -0.805
C -1.789 0.674 -5.139 0.508 0.233 0.387
C -2.594 -0.474 -4.530 1.103 -0.045 -0.843
C -3.025 -1.389 -5.649 0.630 -1.205 0.479
C -1.873 -1.877 -6.622 -0.947 -1.643 1.562
N -1.189 -0.665 -7.102 -3.120 -1.126 1.250
O -0.516 -0.915 -8.258 1.520 -0.073 -1.185
C -0.917 -2.944 -5.917 0.032 0.584 0.243
C -2.723 -2.747 -7.669 1.702 1.440 -0.321
C 0.624 -0.145 -5.420 -0.859 -0.475 0.052
H -0.018 2.426 -6.428 0.187 -0.163 0.249
H -1.163 1.851 -7.586 -0.268 0.037 -0.031
H 0.483 1.424 -7.805 0.261 -0.490 0.431
H -1.293 1.046 -4.243 0.147 1.044 -0.335
H -2.415 1.416 -5.635 -0.124 0.127 0.242
H -3.391 -0.191 -3.842 -0.258 0.479 -0.478
H -1.906 -0.948 -3.829 0.096 -0.636 -0.164
H -3.823 -0.964 -6.258 0.044 0.215 -0.024
H -3.424 -2.277 -5.158 -0.227 -0.294 -0.286
H -1.335 -3.943 -5.791 -0.487 0.044 -0.406
H 0.028 -3.080 -6.444 -0.082 0.168 -0.386
H -0.616 -2.696 -4.899 -0.177 0.426 0.047
H -2.116 -3.319 -8.371 0.416 0.142 0.039
H -3.324 -3.503 -7.162 -0.233 0.551 0.204
H -3.271 -2.026 -8.275 -0.602 -0.261 0.056
H 1.059 0.682 -4.858 0.089 -0.030 -0.100
H 1.331 -0.572 -6.131 0.120 0.121 0.055
H 0.316 -0.924 -4.722 0.426 0.042 0.168
H -1.104 -0.543 -8.920 0.181 0.011 -0.317
C 3.946 3.075 4.681 -0.515 0.085 0.269
C 3.488 3.545 3.277 -0.058 -1.201 -0.214
C 4.351 4.729 2.786 -0.691 0.687 0.464
C 4.027 5.062 1.326 0.609 -1.645 0.995
C 4.404 3.784 0.546 -0.925 0.460 -0.288
C 3.754 2.455 0.910 0.255 -0.546 0.822
N 3.792 2.361 2.370 2.563 2.177 0.347
O 3.273 1.166 2.792 -1.072 -0.145 0.044
C 2.394 2.253 0.314 -0.837 0.285 -0.749
C 4.565 1.268 0.288 1.384 0.724 0.855
C 1.966 3.939 3.314 0.492 -0.208 -0.222
H 3.902 3.828 5.469 0.029 0.650 -0.344
H 4.959 2.672 4.694 -0.055 -0.040 -0.316
H 3.262 2.326 5.079 0.100 -0.337 -0.352
H 4.137 5.567 3.449 -0.322 0.221 0.072
H 5.417 4.584 2.962 0.084 -0.579 -0.314
H 4.655 5.846 0.903 -0.246 0.276 0.229
H 2.965 5.294 1.255 0.104 0.202 -0.307
H 5.463 3.598 0.724 0.221 0.409 -0.754
H 4.047 4.050 -0.449 0.995 -0.526 -0.649
H 2.585 2.337 -0.756 -0.532 -0.016 -0.165
H 2.029 1.239 0.475 -0.167 -0.015 -0.003
H 1.618 2.963 0.597 0.059 0.060 0.005
H 5.593 1.309 0.650 0.237 0.318 0.184
H 4.277 0.269 0.616 -0.712 0.212 -0.345
H 4.672 1.382 -0.791 -0.487 -0.207 -0.065
H 1.834 4.839 3.914 -0.020 0.049 0.027
H 1.311 3.168 3.719 0.328 -0.231 0.292
H 1.551 4.114 2.322 0.234 0.278 -0.013
H 2.452 1.262 2.306 -1.142 -1.441 0.505

***

(2)
21
Properties=species:S:1:pos:R:3:forces:R:3 method="wB97M-V/def2-TZVPD" largest_force_ev_per_a=4.77 de_lowest_kcal_mol=87.5 smiles="CCC[C@H](C=O)NC" homo_lumo_gap_ev=10.29
C -2.892 -0.605 0.754 0.573 4.423 1.683
N -1.498 -0.403 1.358 1.471 -3.243 -1.871
C -0.558 0.379 0.389 -0.146 -2.009 3.199
C 0.255 -0.600 -0.431 -0.452 -0.633 -0.825
C 1.198 -0.002 -1.486 -0.910 -2.721 -1.562
C 2.591 0.063 -0.972 2.343 3.642 1.068
C 0.336 1.230 1.313 -0.397 1.592 -3.557
O 0.902 2.210 0.880 0.026 -0.162 -0.104
H -3.295 0.501 0.894 0.966 -1.331 -1.715
H -3.590 -0.778 1.537 -0.353 -2.155 0.790
H -3.138 -1.017 -0.232 0.521 -0.063 0.360
H -0.945 -1.419 1.463 -2.200 3.227 -0.263
H -1.164 0.980 -0.217 -0.726 1.170 -0.800
H 0.867 -1.177 0.299 -0.424 -0.015 -0.646
H -0.464 -1.290 -0.959 0.549 0.510 0.781
H 1.190 -0.646 -2.402 0.117 -0.659 0.971
H 0.776 0.799 -2.078 0.115 1.399 1.024
H 2.778 1.186 -0.920 0.265 -1.078 0.181
H 3.421 -0.255 -1.633 -0.735 -0.419 0.401
H 2.788 -0.213 0.120 -0.520 -0.214 -1.661
H 0.442 1.056 2.324 -0.084 -1.261 2.546

***

(3)
16
Properties=species:S:1:pos:R:3:forces:R:3 method="wB97M-V/def2-TZVPD" largest_force_ev_per_a=2.19 charge=-1 de_lowest_kcal_mol=11.6 multiplicity=2 homo_lumo_gap_ev="3.51 / 6.46"
C -2.121 1.085 2.609 0.592 0.974 -0.404
S -0.636 2.114 2.953 -1.614 0.900 1.167
S 0.924 1.100 1.626 1.295 -1.027 -1.162
H -2.912 1.741 2.243 -0.195 -0.075 0.250
H -2.371 0.632 3.551 -0.482 -0.537 0.050
H -1.913 0.385 1.794 0.181 -0.242 0.332
H 0.584 1.888 0.603 0.072 -0.019 -0.016
C 0.022 -1.087 -2.124 1.704 -0.271 0.184
C 1.158 -1.239 -1.104 1.125 -0.221 -0.663
S 2.342 0.161 -1.017 -0.358 0.318 -0.160
H 0.513 -0.787 -3.057 -0.303 0.339 0.061
H -0.710 -0.354 -1.816 -0.435 -0.191 -0.058
H -0.281 -2.111 -2.331 -1.009 0.077 0.155
H 0.903 -1.560 -0.098 -0.312 0.499 0.027
H 1.833 -2.008 -1.487 -0.287 -0.390 0.019
H 2.664 0.042 -2.344 0.024 -0.135 0.217